(1)
DFT (wB97M-V/def2-TZVPD) results for a molecular structure, C32H36N4O3PdS2.

```
78
Properties=species:S:1:pos:R:3:forces:R:3:lowdin_charge:R:1
Pd -1.052022 0.945419 -0.283677 0.31 -0.17 -0.26 1.36
O -0.032907 1.193360 1.371474 0.00 -0.21 0.00 -0.18
C -0.450256 2.066347 2.267162 -0.14 0.17 0.18 -0.30
C 0.025736 1.907714 3.579842 -0.10 0.06 -0.23 0.02
C -0.350532 2.792183 4.562817 -0.02 0.04 0.03 -0.02
C -1.205628 3.872367 4.298564 -0.06 0.05 -0.05 -0.05
C -1.669303 4.056316 3.025081 0.02 0.01 0.14 -0.01
C -1.298788 3.177887 1.980493 0.01 -0.28 -0.09 -0.14
C -1.704333 3.516482 0.664299 0.36 0.05 0.18 -0.03
N -1.393801 2.885794 -0.426991 -0.62 -0.26 0.19 -0.07
C -1.883959 3.357222 -1.736690 0.03 -0.07 -0.18 -0.13
C -1.862504 2.179115 -2.722015 -0.15 0.22 0.24 -0.16
N -2.230459 1.000379 -1.933253 0.41 -0.16 -0.32 -0.08
C -3.385797 0.441493 -2.056523 0.03 0.24 0.05 -0.03
C -4.008047 -0.359619 -1.066751 -0.07 -0.07 0.08 -0.16
C -5.152516 -1.125183 -1.418341 0.30 0.20 -0.11 -0.02
C -5.856163 -1.804103 -0.471926 -0.08 -0.10 0.13 -0.05
C -5.442252 -1.715792 0.866297 0.01 -0.01 0.13 -0.02
C -4.346196 -0.974320 1.240573 -0.24 0.10 0.05 -0.01
C -3.608726 -0.256198 0.287954 0.22 -0.19 0.11 -0.31
O -2.618716 0.483337 0.773404 -0.41 0.63 -0.11 -0.14
H 0.675138 1.070635 3.792128 0.01 -0.02 -0.01 0.13
H 0.017184 2.642541 5.569593 0.00 0.00 0.01 0.12
H -1.485341 4.549785 5.091630 -0.02 0.01 0.00 0.12
H -2.320019 4.889992 2.792837 -0.01 0.02 0.02 0.13
H -2.288285 4.429621 0.545955 0.15 0.08 0.01 0.16
H -2.897399 3.744223 -1.612193 -0.01 -0.05 -0.06 0.13
H -1.245406 4.163826 -2.100331 0.00 -0.02 0.04 0.14
H -2.562337 2.346899 -3.541256 -0.03 -0.04 0.03 0.14
H -0.868605 2.054067 -3.137979 0.02 0.01 -0.02 0.09
H -3.960509 0.675290 -2.953545 0.06 -0.02 -0.03 0.16
H -5.456971 -1.166979 -2.457149 0.03 0.06 -0.02 0.13
H -6.728180 -2.381842 -0.740476 0.00 -0.03 0.01 0.12
H -6.001667 -2.242536 1.628876 0.00 0.00 0.01 0.13
H -4.042501 -0.892003 2.274953 -0.03 -0.01 0.01 0.13
C -1.951267 -3.340666 1.834310 -0.01 -0.06 0.07 -0.08
C -1.744532 -4.114652 0.537094 0.04 0.02 0.03 -0.25
C -1.882171 -3.273126 -0.724363 0.08 -0.03 0.00 -0.31
S -0.595038 -2.067773 -1.114933 -0.14 -0.22 -0.14 1.03
O -0.613152 -1.034722 0.038049 -0.04 0.15 -0.15 -0.58
C 0.935803 -3.016264 -0.897683 -0.11 -0.02 -0.02 -0.30
C 1.566681 -2.966116 0.490287 0.02 0.06 0.07 -0.26
C 2.365766 -1.695331 0.759034 0.00 0.03 -0.03 -0.08
H -1.781490 -3.993092 2.689718 0.00 -0.01 0.01 0.09
H -2.974303 -2.969650 1.898475 0.09 -0.07 -0.01 0.06
H -1.284353 -2.483066 1.918019 0.01 -0.01 0.01 0.06
H -2.503448 -4.896276 0.457116 0.01 -0.02 0.00 0.13
H -0.786576 -4.638537 0.541845 0.01 0.01 -0.02 0.10
H -2.799594 -2.677682 -0.712481 0.04 -0.02 -0.04 0.08
H -1.902846 -3.889204 -1.628538 -0.01 -0.02 0.00 0.11
H 1.619521 -2.640757 -1.661004 0.00 0.04 0.01 0.09
H 0.652697 -4.033151 -1.174625 0.00 -0.02 -0.07 0.10
H 2.225901 -3.835176 0.550163 0.00 0.01 0.01 0.13
H 0.805015 -3.103706 1.258076 0.01 0.01 0.00 0.10
H 3.130314 -1.541352 -0.009431 -0.04 -0.01 0.02 0.07
H 2.878215 -1.772910 1.716994 0.02 0.01 0.01 0.09
H 1.717968 -0.818363 0.797334 0.05 -0.04 0.00 0.05
S 4.913453 0.680064 -3.066343 -0.04 -0.09 0.04 1.07
C 3.326618 0.895084 -2.344040 0.09 -0.04 -0.01 -0.48
C 3.100748 1.566115 -1.142792 -0.06 -0.09 0.02 -0.02
C 1.817748 1.667508 -0.652716 0.06 0.19 -0.14 -0.08
N 0.762813 1.158187 -1.304172 -0.18 -0.11 0.26 -0.04
C 0.961829 0.524736 -2.470404 0.12 0.00 -0.02 -0.15
C 2.213149 0.382716 -3.020678 -0.04 0.10 -0.06 -0.05
C 5.898618 0.441553 -1.595124 0.01 0.13 0.05 -0.52
C 6.087610 -0.843806 -1.109061 -0.05 0.04 -0.02 -0.08
C 6.821445 -0.994640 0.059694 -0.03 -0.07 -0.01 -0.12
N 7.341105 0.023894 0.733644 0.08 -0.02 0.07 0.08
C 7.188085 1.244012 0.235463 0.00 0.08 -0.03 -0.12
C 6.484157 1.510699 -0.933101 0.03 -0.02 -0.08 -0.08
H 3.914626 1.997098 -0.578630 0.01 -0.01 0.01 0.12
H 1.609908 2.169036 0.280239 0.05 -0.05 -0.02 0.12
H 0.092182 0.104664 -2.959322 -0.01 -0.01 0.01 0.10
H 2.327722 -0.134917 -3.963173 0.01 -0.04 0.00 0.12
H 5.687705 -1.702999 -1.629591 -0.02 -0.01 0.01 0.11
H 6.996496 -1.981850 0.471298 -0.01 -0.01 0.00 0.12
H 7.648561 2.052398 0.791274 0.00 0.00 -0.01 0.12
H 6.418376 2.518302 -1.320760 -0.05 0.02 0.02 0.12
```
Forces are in eV/Å.

Computed properties:
- Kohn-Sham gap (alpha / beta) (eV) = 6.56 / 6.56
- ΔE to the lowest compared entry with this formula, charge and spin (eV) = 0.0000
- E_LUMO (alpha / beta) (eV) = -7.12 / -7.12
- total charge = +2
- strongest force on any atom (Eh/bohr) = 0.015

=====

(2)
DFT (wB97M-V/def2-TZVPD) results for C11H15NS in the gas phase.

```
28
Properties=species:S:1:pos:R:3:forces:R:3:nbo_charge:R:1
C -0.679469 2.717675 -1.865799 -0.94 1.90 -0.59 -0.44
N 0.234945 1.669544 -2.457888 -0.84 -0.46 2.74 -0.44
C 1.203616 1.223473 -1.366186 1.81 2.89 -0.31 -0.27
C 0.875297 0.178331 -0.311781 3.99 0.34 -0.05 -0.24
C -0.178236 -0.547171 -0.299286 -4.60 -0.24 -1.07 0.01
C -0.684203 -1.426924 0.778716 -1.50 -2.28 0.19 -0.45
C 0.166186 -1.749333 1.931901 -0.64 4.76 3.59 -0.09
C 0.318193 -0.795209 3.043150 -0.40 3.00 3.93 -0.22
C 1.201004 -1.122040 4.151827 -2.33 -2.86 -6.36 -0.39
S 1.786766 -2.770273 3.672554 -0.07 0.82 0.50 0.38
C 0.846859 -2.824186 2.241864 1.31 -1.81 -1.55 -0.41
C -1.219402 -0.205887 -1.353527 1.58 5.62 0.24 -0.46
C -0.588746 0.520713 -2.714883 -4.03 -2.51 0.27 -0.22
H -1.241682 3.418444 -2.708788 1.18 -2.37 1.88 0.21
H -1.458115 2.353145 -1.031145 1.65 0.93 -2.00 0.18
H -0.028611 3.474935 -1.384221 -0.34 -0.53 -0.07 0.21
H 1.526242 2.243985 -0.872928 -0.61 -2.05 -0.49 0.21
H 2.113407 0.998519 -1.948806 -0.17 -0.52 0.47 0.22
H 1.683692 -0.252710 0.347416 -0.48 1.50 -0.39 0.23
H -0.812747 -2.410699 0.339833 -0.28 -0.45 -0.63 0.22
H -1.773498 -1.262512 1.148622 1.79 0.60 -0.77 0.24
H -0.378451 0.209751 3.278314 1.98 -2.68 -1.33 0.22
H 1.606009 -0.649438 4.987578 0.10 0.76 1.14 0.24
H 0.892269 -3.459561 1.349901 0.68 -1.07 1.13 0.24
H -1.942225 -0.874718 -1.694531 -1.14 -1.32 0.00 0.22
H -1.666696 0.805028 -0.909733 -0.24 -2.88 -0.52 0.20
H -0.157295 -0.466643 -3.206054 -0.36 2.76 -0.05 0.22
H -1.645113 1.003761 -3.146119 2.87 -1.88 0.09 0.20
```
Forces are in eV/Å.

Computed properties:
- SMILES = CN1CC=C(Cc2ccsc2)CC1
- Kohn-Sham gap (eV) = 9.58
- ΔE to the lowest compared entry with this formula, charge and spin (eV) = 5.7464
- E_LUMO (eV) = 0.80
- strongest force on any atom (Eh/bohr) = 0.143

=====

(3)
DFT (wB97M-V/def2-TZVPD) results for a molecular structure, C32H49BLiN2O4P2.

```
91
Properties=species:S:1:pos:R:3:forces:R:3:lowdin_charge:R:1
Li -1.453602 -0.334031 -0.744635 -0.76 -0.28 0.79 0.37
C 3.238323 -1.708848 0.568292 -0.16 -0.03 -0.03 -0.11
C 2.451196 -3.002238 0.820788 -0.34 0.15 -0.01 -0.70
C 2.135022 -3.091642 2.315089 -0.05 0.03 -0.14 -0.11
C 3.313594 -4.191258 0.403691 -0.20 0.12 -0.03 -0.10
P 0.777709 -2.631108 -0.055558 0.29 -0.67 -0.08 1.16
C 1.350046 -2.581545 -1.852266 -0.22 -0.20 0.28 -0.29
N 1.216103 -1.223997 -2.311671 0.03 0.02 -0.09 -0.07
B 0.151356 -0.306082 -1.956903 -0.06 -0.02 -0.06 -0.43
N 0.607555 0.941312 -2.540699 0.13 0.00 -0.17 -0.07
C 0.058030 2.251300 -2.337100 -0.18 0.19 0.07 -0.31
P -0.787867 2.295765 -0.663359 -0.03 0.82 -0.49 1.14
C 0.190154 3.757098 0.135110 -0.22 -0.37 0.16 -0.68
C 0.502643 5.036951 -0.643910 -0.16 -0.25 -0.04 -0.09
C -0.521809 4.132021 1.435439 -0.03 -0.09 -0.11 -0.11
C 1.505327 3.051417 0.499194 -0.12 -0.08 -0.05 -0.11
C -2.545921 2.854738 -1.133201 0.13 0.20 0.19 -0.70
C -3.402241 2.603099 0.110806 0.04 0.05 0.00 -0.10
C -2.675200 4.314829 -1.569559 0.08 -0.26 0.08 -0.10
C -3.080422 1.933179 -2.232736 0.29 0.01 0.07 -0.09
C 1.728418 0.738955 -3.295903 0.51 -0.14 -0.36 -0.19
C 2.427366 1.584077 -4.139379 -0.07 0.06 0.13 -0.04
C 3.521787 1.075231 -4.830840 0.27 0.00 -0.19 -0.14
C 3.902281 -0.247582 -4.687311 0.23 0.10 -0.17 -0.14
C 3.203080 -1.110329 -3.848652 -0.05 -0.23 0.12 -0.04
C 2.113012 -0.623315 -3.148427 0.40 0.39 -0.48 -0.19
C -0.353281 -4.173258 0.014406 0.28 0.16 0.11 -0.70
C -1.158528 -4.024436 1.309715 0.08 0.13 -0.06 -0.10
C -1.341226 -4.051062 -1.149988 0.15 0.26 0.07 -0.10
C 0.328531 -5.537972 -0.020055 -0.07 0.30 0.03 -0.10
H 4.150577 -1.681995 1.165790 0.10 -0.09 0.11 0.08
H 2.631933 -0.842096 0.827684 0.00 0.15 0.03 0.07
H 3.523320 -1.613285 -0.477427 0.05 0.06 -0.15 0.07
H 3.040665 -2.996435 2.916272 0.15 -0.01 0.02 0.08
H 1.665321 -4.040674 2.565253 -0.06 -0.11 0.05 0.06
H 1.455080 -2.289077 2.596648 -0.08 0.08 0.14 0.07
H 4.280101 -4.125999 0.907526 0.12 0.02 0.04 0.08
H 3.500369 -4.195984 -0.666738 0.07 -0.03 -0.18 0.07
H 2.865315 -5.140863 0.674198 -0.04 -0.11 0.03 0.05
H 0.748041 -3.254941 -2.472597 0.18 -0.06 0.13 0.08
H 2.396440 -2.892491 -1.916044 -0.08 -0.05 -0.04 0.06
H -0.649374 2.527349 -3.133970 0.20 0.07 0.14 0.08
H 0.872627 2.984368 -2.355701 -0.13 -0.04 0.01 0.07
H -0.397205 5.567963 -0.939756 -0.06 0.06 -0.04 0.05
H 1.099950 4.847533 -1.532652 0.06 -0.02 -0.11 0.07
H 1.081563 5.703140 0.000725 0.07 0.03 0.05 0.08
H -1.390788 4.759112 1.244223 -0.12 0.04 0.03 0.07
H 0.149580 4.686511 2.093233 0.11 0.07 0.04 0.08
H -0.846592 3.234319 1.959605 -0.06 -0.06 0.15 0.06
H 1.998790 2.651315 -0.385130 0.12 -0.06 -0.11 0.07
H 1.309907 2.220235 1.176519 0.04 -0.06 0.06 0.07
H 2.198261 3.736990 0.988784 0.03 0.16 0.05 0.08
H -3.047383 3.177533 0.962602 -0.02 0.06 0.15 0.06
H -3.388058 1.548262 0.376482 0.01 -0.07 0.06 0.06
H -4.437774 2.884340 -0.082937 -0.14 0.07 -0.04 0.09
H -2.482296 4.986666 -0.735317 0.05 0.09 0.01 0.06
H -3.691212 4.508545 -1.916250 -0.14 0.01 -0.06 0.08
H -1.987462 4.547409 -2.380989 0.05 0.09 -0.10 0.07
H -2.998283 0.891192 -1.928992 -0.13 -0.12 -0.09 0.06
H -2.557779 2.054834 -3.177713 0.04 -0.01 -0.10 0.07
H -4.132654 2.153742 -2.409572 -0.16 0.01 0.06 0.09
H 2.128347 2.613481 -4.289508 -0.07 0.03 0.06 0.10
H 4.073297 1.721072 -5.503407 0.01 0.00 -0.01 0.09
H 4.749828 -0.623762 -5.248430 -0.01 0.00 0.00 0.09
H 3.498061 -2.151392 -3.786836 -0.04 -0.01 0.07 0.10
H -1.608253 -3.034456 1.356744 -0.09 0.04 0.05 0.06
H -0.539638 -4.162354 2.194160 0.07 0.00 0.10 0.06
H -1.965605 -4.755096 1.338083 -0.09 -0.16 0.02 0.09
H -1.642463 -3.008368 -1.267550 -0.18 -0.04 -0.13 0.06
H -2.230278 -4.641235 -0.932696 -0.12 -0.07 0.02 0.08
H -0.923279 -4.406759 -2.090252 0.05 0.01 -0.06 0.07
H 0.847784 -5.732708 0.915312 0.13 -0.07 0.06 0.06
H 1.036753 -5.596851 -0.842066 0.12 -0.13 -0.13 0.07
H -0.419307 -6.320133 -0.148874 -0.13 -0.14 -0.04 0.08
O -4.521123 -1.622729 1.461758 -0.26 -0.15 0.04 0.01
C -3.451295 -1.051923 1.267402 -0.21 0.13 0.87 -0.69
O -2.854197 -0.900223 0.174761 0.42 0.03 -0.81 -0.16
C -2.759521 -0.411977 2.483743 -0.37 -0.20 -0.22 -0.13
C -3.497764 -0.217114 3.639688 -0.06 -0.10 -0.12 -0.03
C -2.954914 0.393249 4.763930 0.32 0.23 0.19 0.00
C -1.646408 0.803995 4.668181 0.30 0.01 -0.36 -0.20
O -0.860413 1.436130 5.616417 -0.54 -0.36 0.01 0.02
C 0.359572 1.709211 4.968783 0.88 0.87 0.45 -0.19
O 0.380340 1.093764 3.708217 -0.17 -0.40 -0.42 0.01
C -0.898435 0.601081 3.512016 -0.26 0.12 0.48 -0.20
C -1.427792 -0.007739 2.404364 0.21 0.08 0.08 0.05
H -4.521882 -0.557452 3.639080 -0.07 -0.06 -0.02 0.11
H -3.527162 0.544614 5.664703 -0.07 0.04 0.12 0.11
H 1.194495 1.335125 5.582715 -0.22 0.01 -0.16 0.13
H 0.468510 2.805934 4.844771 -0.08 -0.30 0.00 0.13
H -0.849676 -0.184172 1.510655 0.14 0.03 -0.03 0.09
```
Forces are in eV/Å.

Computed properties:
- Kohn-Sham gap (eV) = 5.87
- ΔE to the lowest compared entry with this formula, charge and spin (eV) = 0.6587
- E_LUMO (eV) = 2.55
- total charge = -1
- strongest force on any atom (Eh/bohr) = 0.026

=====

(4)
DFT (wB97M-V/def2-TZVPD) results for a molecular structure, C15H20IN4S.

```
41
Properties=species:S:1:pos:R:3:forces:R:3:nbo_charge:R:1
N 2.525755 0.171921 0.129215 0.63 1.29 2.17 -0.79
C 2.325094 -0.432331 -1.000223 4.24 -3.49 3.33 0.26
N 3.007883 -1.569444 -1.200604 2.98 -1.73 -0.36 -0.59
H 3.777956 -1.810060 -0.534731 -1.14 0.37 -0.97 0.41
C 2.880803 -2.538804 -2.353146 9.29 -8.56 15.41 -0.12
H 2.424512 -2.289516 -3.049095 -6.83 4.45 -11.73 0.14
H 4.015333 -3.135468 -2.487899 -3.50 2.35 -0.15 0.24
C 1.948678 -3.796727 -1.585308 3.53 0.06 1.73 -0.40
C 0.825973 -3.164967 -0.874289 0.85 0.63 4.33 -0.04
C -0.287142 -2.720147 -1.466484 -0.71 -3.56 -3.02 -0.20
C -1.346081 -2.166196 -0.834359 0.27 0.26 -1.62 -0.30
C -1.120625 -1.642150 0.305688 0.93 4.58 7.03 -0.01
C 0.094485 -1.756363 1.014190 1.00 -3.50 4.34 -0.31
C 0.947810 -2.776803 0.612090 -4.34 2.09 -7.28 -0.14
H 1.809979 -3.003733 1.004423 4.32 -1.36 2.79 0.19
H 0.298673 -1.642986 2.228937 -1.15 0.85 -3.33 0.25
I -2.287484 0.018521 1.269579 0.27 -1.24 -0.90 0.07
H -2.043616 -1.711189 -1.391109 -3.25 0.62 -2.08 0.23
H -0.592412 -3.108189 -2.454857 0.92 0.48 -0.01 0.22
H 2.684323 -4.398050 -0.663754 -2.02 1.82 -3.15 0.21
H 1.645364 -4.511656 -2.326071 -0.01 -0.44 -0.31 0.23
S 1.450606 -0.259355 -2.294034 -5.34 4.09 -3.43 0.39
C 0.106474 1.039337 -1.693159 2.81 0.20 -2.35 -0.45
C 0.532102 2.450523 -2.079743 -4.12 3.19 -6.10 -0.44
H 0.473362 2.488473 -3.419731 0.92 -0.27 3.83 0.22
H -0.547496 3.177176 -2.058449 2.88 -2.13 0.52 0.23
C 1.662076 3.377285 -1.437899 -2.02 -8.18 4.12 -0.40
C 1.008812 3.262954 0.075932 3.43 7.49 -8.98 0.15
C 0.707081 4.326628 0.778142 -4.02 5.04 2.28 -0.09
N 0.405696 3.948632 2.062570 3.29 -6.79 -5.31 -0.44
C 0.680748 2.577723 2.035443 0.99 4.74 -6.39 0.18
N 1.233259 2.288080 0.751084 -1.63 -6.89 9.27 -0.51
H 1.921339 1.040455 0.377569 0.52 -0.38 0.04 0.44
H 0.818763 2.091598 2.846112 0.64 -3.75 5.19 0.18
H 0.011476 4.454397 2.723823 -2.12 2.76 3.83 0.42
H 0.197129 5.252539 0.540490 0.85 0.23 -0.73 0.22
H 1.608353 4.283130 -1.920247 0.76 2.01 -0.74 0.25
H 2.601590 2.609141 -1.253756 -1.60 2.88 -1.21 0.23
H 0.070703 0.986705 -0.671440 -0.34 -0.83 2.49 0.23
H -0.756228 0.603362 -2.158141 -0.57 0.50 -0.27 0.25
H 3.232036 -0.109247 0.896243 -1.63 0.12 -2.25 0.42
```
Forces are in eV/Å.

Computed properties:
- Kohn-Sham gap (eV) = 9.06
- ΔE to the lowest compared entry with this formula, charge and spin (eV) = 12.5072
- E_LUMO (eV) = -2.45
- total charge = +1
- strongest force on any atom (Eh/bohr) = 0.387

=====

(5)
DFT (wB97M-V/def2-TZVPD) results for a molecular structure, C5H8O2.

```
15
Properties=species:S:1:pos:R:3:forces:R:3:nbo_charge:R:1
C 1.719112 0.111904 -0.744766 -0.02 0.01 0.28 -0.65
C 0.355690 -0.233925 -0.131575 0.07 0.16 0.07 0.18
O 0.014755 -1.578572 -0.419052 -0.10 -0.12 -0.35 -0.72
C -0.458073 -0.101885 1.301186 0.43 -0.10 0.13 -0.39
C -1.737516 0.255790 0.476872 -0.09 0.12 -0.11 -0.50
C -0.684996 0.838085 -0.419478 -0.25 0.39 -0.34 0.54
O -0.450493 2.001708 -0.657980 -0.27 -0.49 -0.35 -0.56
H 2.597634 -0.325087 -0.267505 -0.20 0.01 0.19 0.22
H 1.691815 -0.282320 -1.779017 -0.06 0.09 0.37 0.21
H 1.845321 1.190974 -0.865224 -0.04 -0.15 0.30 0.25
H 0.470174 -1.856956 -1.220846 -0.07 0.10 -0.01 0.48
H -0.481461 -1.063054 1.814430 0.08 0.10 -0.13 0.24
H -0.225999 0.717693 1.986723 0.37 -0.14 -0.34 0.23
H -2.193789 -0.649103 0.072959 0.03 0.18 0.12 0.24
H -2.462173 0.974747 0.853275 0.11 -0.14 0.18 0.23
```
Forces are in eV/Å.

Computed properties:
- Kohn-Sham gap (eV) = 9.87
- ΔE to the lowest compared entry with this formula, charge and spin (eV) = 1.8960
- E_LUMO (eV) = 0.75
- strongest force on any atom (Eh/bohr) = 0.013

=====

> The lowest strongest force on any atom belongs to which entry?

C5H8O2